1.
The following is a DFT calculation (wB97M-V/def2-TZVPD) of a single CH5ISi molecule at a distorted geometry.

Properties
SMILES: C[SiH2]I
LUMO level, eV: 0.71
Largest force on an atom, eV Å⁻¹: 4.6
Total charge: 0
Energy above the lowest of the compared OMol25 structures with the same formula, charge and spin, kcal/mol: 0.0
E_tot, Ha: -628.28563

Cartesian coordinates (Å):
C 0.728 -0.204 0.091
Si -1.009 -0.004 -0.610
I -1.234 -1.375 -2.608
H 1.133 -1.147 -0.076
H 1.545 0.263 -0.233
H 0.559 0.121 1.140
H -1.403 1.260 -0.872
H -1.933 -0.585 0.351

Forces on atoms 1 to 2 (eV/Å):
-3.70 0.21 1.66
1.69 -2.87 0.39


2.
The following is a DFT calculation (wB97M-V/def2-TZVPD) of a single CH5N molecule at a distorted geometry.

Properties
SMILES: CN
LUMO level, eV: 1.13
Largest force on an atom, eV Å⁻¹: 5.3
Total charge: 0
Energy above the lowest of the compared OMol25 structures with the same formula, charge and spin, kcal/mol: 31.6
E_tot, Ha: -95.78821

Cartesian coordinates (Å):
C 0.273 0.189 0.490
H 1.038 -0.079 1.279
H 0.676 1.093 0.390
H -0.771 0.180 0.855
H -0.843 -1.159 -0.712
H -0.386 0.181 -1.489
N 0.014 -0.405 -0.813

Forces on atoms 1 to 2 (eV/Å):
-2.71 -2.17 1.12
-0.82 -1.80 -1.20


3.
The following is a DFT calculation (wB97M-V/def2-TZVPD) of a single CH5N molecule at a distorted geometry.

Properties
SMILES: CN
LUMO level, eV: 1.24
Largest force on an atom, eV Å⁻¹: 4.7
Total charge: 0
Energy above the lowest of the compared OMol25 structures with the same formula, charge and spin, kcal/mol: 9.4
E_tot, Ha: -95.82361

Cartesian coordinates (Å):
C 0.119 -0.549 -0.028
H -0.598 -1.156 -0.516
H 1.088 -0.841 -0.326
H 0.201 -0.792 1.092
H -1.141 1.108 0.098
H 0.490 1.408 0.038
N -0.159 0.823 -0.357

Forces on atoms 1 to 2 (eV/Å):
0.21 -0.01 2.45
-0.64 -0.88 -0.22


4.
The following is a DFT calculation (wB97M-V/def2-TZVPD) of an isolated ion of composition CH5N2O3 and charge +1 at a distorted geometry.

Properties
SMILES: CO[N+](=O)NO
LUMO level (spin up / spin down), eV: -6.41 / -6.41
Largest force on an atom, eV Å⁻¹: 4.7
Total charge: +1
Energy above the lowest of the compared OMol25 structures with the same formula, charge and spin, kcal/mol: 36.0
E_tot, Ha: -375.82418

Cartesian coordinates (Å):
C -1.778 0.149 0.007
N 1.773 -0.220 0.086
N 0.453 -0.701 -0.131
O 0.094 -1.823 -0.058
O 2.011 1.035 -0.348
O -0.370 0.392 -0.226
H -2.038 -0.728 -0.506
H -2.415 1.074 -0.202
H -1.785 -0.055 1.119
H 2.570 -0.789 0.092
H 1.485 1.666 0.167

Forces on atoms 1 to 2 (eV/Å):
-0.48 0.63 2.72
-4.38 1.58 0.15


5.
The following is a DFT calculation (wB97M-V/def2-TZVPD) of a single CH5N2P molecule at a distorted geometry.

Properties
SMILES: [H]/N=P/NC
LUMO level, eV: 0.09
Largest force on an atom, eV Å⁻¹: 4.3
Total charge: 0
Energy above the lowest of the compared OMol25 structures with the same formula, charge and spin, kcal/mol: 32.0
E_tot, Ha: -491.89640

Cartesian coordinates (Å):
C 1.274 0.113 -0.206
N -2.017 0.601 0.864
N 0.201 -0.835 -0.326
P -1.885 -0.542 -0.106
H 1.783 0.220 -1.179
H 1.018 1.083 0.236
H 2.100 -0.184 0.459
H -2.850 1.107 1.266
H 0.377 -1.562 -1.008

Forces on atoms 1 to 2 (eV/Å):
1.05 0.22 -0.09
-1.22 1.73 1.15


6.
The following is a DFT calculation (wB97M-V/def2-TZVPD) of a single CH5N2P molecule at a distorted geometry.

Properties
SMILES: C/N=P/N
LUMO level (spin up / spin down), eV: 0.47 / 0.47
Largest force on an atom, eV Å⁻¹: 6.1
Total charge: 0
Energy above the lowest of the compared OMol25 structures with the same formula, charge and spin, kcal/mol: 5.5
E_tot, Ha: -491.93864

Cartesian coordinates (Å):
C 1.279 0.085 1.189
N 0.109 -0.025 0.410
N -1.694 -0.074 -1.475
P -0.121 0.358 -1.243
H 1.690 -0.920 1.355
H 0.970 0.460 2.173
H 2.077 0.723 0.799
H -2.245 -0.574 -0.798
H -2.065 -0.033 -2.411

Forces on atoms 1 to 2 (eV/Å):
0.62 0.04 0.46
-2.26 0.73 -5.66


7.
The following is a DFT calculation (wB97M-V/def2-TZVPD) of a 2-piece molecular cluster, CH5N2PS overall at a distorted geometry.

Properties
LUMO level (spin up / spin down), eV: -0.85 / -0.08
Largest force on an atom, eV Å⁻¹: 4.9
Total charge: 0
Energy above the lowest of the compared OMol25 structures with the same formula, charge and spin, kcal/mol: 69.9
E_tot, Ha: -890.03065

Cartesian coordinates (Å):
C 1.748 0.440 1.024
N 1.065 1.463 0.484
N 0.104 1.710 -0.082
P -2.751 0.537 0.122
S -1.098 -0.480 -0.309
H 1.223 -0.132 1.848
H 2.682 0.796 1.407
H 2.124 -0.280 0.292
H -3.621 -0.218 -0.725
H -3.154 -0.205 1.362

Forces on atoms 1 to 2 (eV/Å):
2.18 -3.81 2.08
-1.31 3.31 -1.03


8.
The following is a DFT calculation (wB97M-V/def2-TZVPD) of a 2-piece molecular cluster, CH5N2S overall at a distorted geometry.

Properties
LUMO level (spin up / spin down), eV: -5.97 / -6.65
Largest force on an atom, eV Å⁻¹: 7.3
Total charge: +1
Energy above the lowest of the compared OMol25 structures with the same formula, charge and spin, kcal/mol: 119.2
E_tot, Ha: -548.34753

Cartesian coordinates (Å):
C -0.932 0.483 -0.546
N -0.977 1.115 0.553
N 1.430 -0.637 -0.242
S 1.643 -2.065 -0.365
H -1.658 0.626 -1.338
H -1.698 1.842 0.822
H -0.268 0.972 1.181
H 1.433 0.129 -0.958
H 1.026 -2.466 0.892

Forces on atoms 1 to 2 (eV/Å):
1.20 -0.68 -0.46
-3.21 1.67 -1.54


9.
The following is a DFT calculation (wB97M-V/def2-TZVPD) of a 2-piece molecular cluster, CH5N2S overall at a distorted geometry.

Properties
LUMO level (spin up / spin down), eV: -5.69 / -5.98
Largest force on an atom, eV Å⁻¹: 3.7
Total charge: +1
Energy above the lowest of the compared OMol25 structures with the same formula, charge and spin, kcal/mol: 74.0
E_tot, Ha: -548.41953

Cartesian coordinates (Å):
C -0.388 0.246 -0.219
N -1.303 0.090 0.650
N 0.826 0.306 0.232
S 2.157 1.136 -0.492
H -0.661 0.456 -1.322
H -2.235 -0.091 0.430
H -0.942 0.010 1.536
H 1.023 -0.038 1.167
H 3.648 -0.392 -0.661

Forces on atoms 1 to 2 (eV/Å):
0.08 1.24 -3.48
-0.90 -0.27 -0.77


10.
The following is a DFT calculation (wB97M-V/def2-TZVPD) of a 2-piece molecular cluster, CH5N2S2 overall at a distorted geometry.

Properties
LUMO level, eV: -5.16
Largest force on an atom, eV Å⁻¹: 3.3
Total charge: +1
Energy above the lowest of the compared OMol25 structures with the same formula, charge and spin, kcal/mol: 49.1
E_tot, Ha: -946.67249

Cartesian coordinates (Å):
C 0.851 0.361 -1.197
N 0.621 1.598 -0.725
N 0.471 -0.898 0.503
S 0.209 -0.533 -2.520
S 2.219 -0.409 -1.880
H 1.417 2.180 -0.556
H -0.173 1.718 -0.166
H 0.826 -0.711 1.468
H 0.788 -1.918 0.163
H -0.569 -0.886 0.563

Forces on atoms 1 to 2 (eV/Å):
0.03 0.64 0.71
1.30 -1.51 -1.13


11.
The following is a DFT calculation (wB97M-V/def2-TZVPD) of a single CH5N3 molecule at a distorted geometry.

Properties
SMILES: Cn1[nH][nH]1
LUMO level, eV: 0.91
Largest force on an atom, eV Å⁻¹: 3.3
Total charge: 0
Energy above the lowest of the compared OMol25 structures with the same formula, charge and spin, kcal/mol: 119.7
E_tot, Ha: -205.20037

Cartesian coordinates (Å):
C 0.513 -0.598 -0.588
N -0.041 1.231 0.960
N -0.839 0.086 1.238
N 0.493 -0.042 0.790
H 1.450 -0.183 -1.187
H 0.711 -1.772 -0.507
H -0.416 -0.349 -1.295
H -0.276 1.525 0.029
H -1.596 0.103 0.559

Forces on atoms 1 to 2 (eV/Å):
1.62 -0.60 -2.10
0.71 2.04 0.19


12.
The following is a DFT calculation (wB97M-V/def2-TZVPD) of a 2-piece molecular cluster, CH5N3 overall at a distorted geometry.

Properties
LUMO level (spin up / spin down), eV: 0.99 / -1.65
Largest force on an atom, eV Å⁻¹: 7.0
Total charge: 0
Energy above the lowest of the compared OMol25 structures with the same formula, charge and spin, kcal/mol: 0.0
2S+1: 3
E_tot, Ha: -205.18943

Cartesian coordinates (Å):
C 0.178 -2.722 -0.432
N 0.017 2.627 0.813
N -0.243 -0.390 -0.444
N -0.069 -1.513 -0.496
H -0.525 -3.398 -0.757
H 1.172 -3.106 -0.074
H -0.864 3.205 0.856
H -0.234 1.937 0.109
H 0.567 3.360 0.425

Forces on atoms 1 to 2 (eV/Å):
3.34 -2.49 1.00
-2.50 0.95 0.46


13.
The following is a DFT calculation (wB97M-V/def2-TZVPD) of a single CH5N3O molecule at a distorted geometry.

Properties
SMILES: [H]/N=C(\N)NO
LUMO level, eV: 0.69
Largest force on an atom, eV Å⁻¹: 5.7
Total charge: 0
Energy above the lowest of the compared OMol25 structures with the same formula, charge and spin, kcal/mol: 59.6
E_tot, Ha: -280.50947

Cartesian coordinates (Å):
C -0.044 -0.308 -0.018
H -1.549 -1.179 0.625
H -1.870 0.401 -0.208
H 0.816 -1.909 0.661
H -0.218 1.411 0.503
H 1.807 0.702 -0.633
N -1.347 -0.477 0.044
N 1.031 -1.099 0.184
N 0.043 1.005 -0.416
O 1.330 1.453 -0.743

Forces on atoms 1 to 2 (eV/Å):
4.39 -2.56 -0.43
-2.45 -2.94 2.59


14.
The following is a DFT calculation (wB97M-V/def2-TZVPD) of a 2-piece molecular cluster, CH5N3O overall at a distorted geometry.

Properties
LUMO level (spin up / spin down), eV: -0.66 / -0.51
Largest force on an atom, eV Å⁻¹: 4.7
Total charge: 0
Energy above the lowest of the compared OMol25 structures with the same formula, charge and spin, kcal/mol: 133.2
E_tot, Ha: -280.39226

Cartesian coordinates (Å):
C -1.451 0.623 0.309
N 0.848 0.789 -0.009
N 1.074 -1.876 -0.756
N -0.209 1.333 0.187
O 1.961 1.041 0.223
H -1.328 -0.071 1.071
H -2.289 1.390 0.518
H -1.673 0.305 -0.773
H 1.165 -2.257 0.200
H 1.900 -1.276 -0.969

Forces on atoms 1 to 2 (eV/Å):
-1.57 2.30 -3.74
-2.50 -2.33 0.04


15.
The following is a DFT calculation (wB97M-V/def2-TZVPD) of a single CH5N3O molecule at a distorted geometry.

Properties
SMILES: N/N=C\NO
LUMO level, eV: 0.87
Largest force on an atom, eV Å⁻¹: 12.6
Total charge: 0
Energy above the lowest of the compared OMol25 structures with the same formula, charge and spin, kcal/mol: 112.1
E_tot, Ha: -280.42586

Cartesian coordinates (Å):
C 0.035 0.818 -0.262
H -0.919 -1.153 -0.574
H -2.400 -0.505 0.111
H 0.583 1.849 -0.243
H 0.391 -1.163 0.344
H 1.962 0.413 0.951
N -1.439 -0.502 0.069
N -1.083 0.741 -0.016
N 0.741 -0.460 -0.391
O 2.130 -0.038 0.010

Forces on atoms 1 to 2 (eV/Å):
12.29 2.18 -1.97
-1.99 0.78 0.34


16.
The following is a DFT calculation (wB97M-V/def2-TZVPD) of a single CH5N3O molecule at a distorted geometry.

Properties
SMILES: N/N=C/NO
LUMO level, eV: 1.08
Largest force on an atom, eV Å⁻¹: 3.0
Total charge: 0
Energy above the lowest of the compared OMol25 structures with the same formula, charge and spin, kcal/mol: 76.6
E_tot, Ha: -280.48239

Cartesian coordinates (Å):
C -0.065 0.732 0.025
H -2.669 -1.100 0.073
H -2.502 0.539 0.669
H -0.300 1.746 0.303
H 1.816 1.373 0.150
H 1.389 -1.348 -0.535
N -2.128 -0.167 -0.017
N -0.758 -0.318 -0.154
N 1.277 0.532 -0.216
O 1.740 -0.742 0.237

Forces on atoms 1 to 2 (eV/Å):
0.43 -1.81 -0.39
1.73 2.24 -0.07


17.
The following is a DFT calculation (wB97M-V/def2-TZVPD) of a single CH5N3O molecule at a distorted geometry.

Properties
SMILES: N/N=C/NO
LUMO level, eV: 0.94
Largest force on an atom, eV Å⁻¹: 4.3
Total charge: 0
Energy above the lowest of the compared OMol25 structures with the same formula, charge and spin, kcal/mol: 79.4
E_tot, Ha: -280.47795

Cartesian coordinates (Å):
C 0.086 0.345 -0.020
H -2.516 -1.001 0.223
H -2.081 0.552 0.604
H -0.284 1.422 -0.168
H 1.754 1.087 0.486
H 2.126 -1.239 -0.754
N -2.047 -0.226 -0.220
N -0.658 -0.646 0.005
N 1.499 0.443 -0.244
O 2.120 -0.736 0.089

Forces on atoms 1 to 2 (eV/Å):
0.93 3.06 -1.72
-0.70 -0.21 -0.05


18.
The following is a DFT calculation (wB97M-V/def2-TZVPD) of CH5N3O as an isolated structure at a distorted geometry.

Properties
LUMO level (spin up / spin down), eV: -0.31 / -0.31
Largest force on an atom, eV Å⁻¹: 3.7
Total charge: 0
Energy above the lowest of the compared OMol25 structures with the same formula, charge and spin, kcal/mol: 106.8
E_tot, Ha: -280.43428

Cartesian coordinates (Å):
N 1.736 -0.117 -0.221
N -1.679 0.522 0.135
C 0.646 0.563 -0.144
O 0.100 -1.800 0.319
N -0.485 -0.088 0.159
H 0.964 -1.978 -0.084
H 2.569 0.469 -0.159
H -2.276 0.262 0.912
H -2.153 0.513 -0.763
H 0.577 1.653 -0.153

Forces on atoms 1 to 2 (eV/Å):
0.32 1.18 -0.16
-0.02 -1.59 -0.54


19.
The following is a DFT calculation (wB97M-V/def2-TZVPD) of CH5N3O5S as an isolated structure at a distorted geometry.

Properties
LUMO level, eV: 0.05
Largest force on an atom, eV Å⁻¹: 1.0
Total charge: 0
Energy above the lowest of the compared OMol25 structures with the same formula, charge and spin, kcal/mol: 0.0
E_tot, Ha: -979.70352

Cartesian coordinates (Å):
C -0.470 0.805 -0.654
N 0.399 1.819 -0.471
N -1.072 0.311 0.551
N -1.770 -0.778 0.499
O 1.249 -0.751 0.051
O -0.891 0.392 -1.701
O 0.431 -2.194 -1.758
O 1.416 -3.161 0.243
O -0.709 -2.151 0.420
S 0.601 -1.952 -0.370
H 0.911 1.858 0.396
H 0.929 2.065 -1.295
H -0.643 0.525 1.445
H 1.055 -3.964 -0.132
H -2.133 -0.890 -0.459

Forces on atoms 1 to 2 (eV/Å):
-0.61 0.53 -0.24
0.13 0.31 0.06


20.
The following is a DFT calculation (wB97M-V/def2-TZVPD) of a single CH5N3OS molecule at a distorted geometry.

Properties
LUMO level (spin up / spin down), eV: 0.47 / 0.47
Largest force on an atom, eV Å⁻¹: 5.6
Total charge: 0
Energy above the lowest of the compared OMol25 structures with the same formula, charge and spin, kcal/mol: 72.5
E_tot, Ha: -678.66039

Cartesian coordinates (Å):
C -0.880 -0.579 0.211
N -1.043 0.764 -0.208
N 0.404 -1.177 -0.358
N 0.057 1.479 0.046
O 2.604 -0.236 0.539
S 1.594 0.016 -0.483
H -0.808 -0.351 1.309
H -1.686 -1.264 0.116
H -1.074 0.798 -1.216
H 0.595 -1.902 0.231
H 0.236 2.450 -0.185

Forces on atoms 1 to 2 (eV/Å):
1.19 1.45 2.76
-1.73 0.38 -3.20